[1]
Formula: C33H47F17N2O24
Source: OMol25
Level of theory: ωB97M-V with the def2-TZVPD basis set

As for the SMILES: O=C=NOC(=O)NCCC(F)(F)C(F)(F)C(F)(F)C(F)(F)C(F)(F)C(F)(F)C(F)(F)C(F)(F)F.COC(=O)OC.COC(=O)OC.COC(=O)OC.COC(=O)OC.COC(=O)OC.COC(=O)OC.COC(=O)OC. Its total charge is 0. The HOMO energy is -0.3885 Ha. Its molar mass is 1178.7 g mol⁻¹. For the orbital gap, the calculation gives 10.5 eV. The value obtained for the lowest unoccupied orbital energy is -0.1 eV. The calculation puts the total energy at -4898.57360 hartree.

Each line ends with the Löwdin charge.
Element x y z (Å)
O: -3.16 -4.30 1.14  0.2478
C: -3.73 -3.52 0.53  -0.2358
N: -4.24 -2.46 0.07  0.1119
O: -3.23 -1.84 -0.70  -0.0444
C: -3.88 -1.37 -1.87  -0.4867
O: -4.73 -0.53 -1.72  0.1243
N: -3.53 -1.81 -3.16  0.0826
C: -2.82 -3.12 -3.17  -0.1517
C: -2.15 -3.27 -4.60  -0.0484
C: -0.65 -2.76 -4.62  -0.3653
F: -0.70 -1.51 -3.99  0.0797
F: -0.34 -2.52 -5.93  0.0994
C: 0.32 -3.70 -3.82  -0.2637
F: -0.36 -4.90 -3.62  0.1070
F: 0.46 -3.17 -2.55  0.1147
C: 1.69 -4.09 -4.48  -0.2727
F: 1.53 -4.54 -5.77  0.1356
F: 2.13 -5.22 -3.81  0.1293
C: 2.78 -2.96 -4.55  -0.2586
F: 3.80 -3.49 -5.33  0.1315
F: 2.34 -1.88 -5.28  0.1483
C: 3.45 -2.50 -3.19  -0.2538
F: 4.82 -2.51 -3.40  0.1296
F: 3.23 -3.33 -2.12  0.1099
C: 3.12 -1.02 -2.74  -0.2612
F: 1.80 -0.68 -2.81  0.1446
F: 3.82 -0.19 -3.60  0.1123
C: 3.61 -0.65 -1.26  -0.2555
F: 3.95 0.70 -1.29  0.1129
F: 4.73 -1.31 -0.86  0.1441
C: 2.50 -0.77 -0.14  -0.4477
F: 1.84 0.41 0.02  0.1495
F: 3.17 -0.95 1.05  0.1287
F: 1.67 -1.82 -0.26  0.1711
H: -4.39 -1.85 -3.71  0.1483
H: -2.05 -3.19 -2.36  0.1210
H: -3.60 -3.91 -3.03  0.1347
H: -2.27 -4.27 -5.07  0.1303
H: -2.69 -2.55 -5.27  0.1357
C: 4.40 2.98 -3.40  -0.0446
O: 3.98 3.96 -4.34  0.0096
C: 4.69 3.97 -5.48  -0.6105
O: 5.61 3.23 -5.74  0.1237
O: 4.21 4.93 -6.26  0.0017
C: 4.87 5.05 -7.52  -0.0462
H: 3.76 3.07 -2.52  0.0917
H: 4.28 1.98 -3.81  0.0731
H: 5.43 3.15 -3.09  0.1043
H: 4.77 4.14 -8.10  0.0976
H: 5.92 5.31 -7.38  0.0976
H: 4.39 5.86 -8.07  0.0926
C: -5.17 6.42 -2.75  -0.0421
O: -5.37 5.61 -1.60  -0.0174
C: -4.81 4.39 -1.68  -0.6051
O: -4.18 3.97 -2.61  0.1327
O: -5.07 3.73 -0.54  -0.0218
C: -4.53 2.41 -0.49  -0.0324
H: -5.67 7.38 -2.57  0.0934
H: -4.11 6.61 -2.91  0.0990
H: -5.62 5.96 -3.63  0.0976
H: -3.45 2.43 -0.55  0.1022
H: -4.95 1.79 -1.28  0.0777
H: -4.81 1.98 0.47  0.0933
C: 5.09 -4.65 -0.51  -0.0369
O: 4.86 -5.48 0.63  0.0061
C: 5.44 -6.69 0.55  -0.6032
O: 6.10 -7.10 -0.37  0.1358
O: 5.15 -7.35 1.68  -0.0526
C: 5.71 -8.67 1.74  -0.0312
H: 4.58 -3.71 -0.34  0.0686
H: 6.15 -4.45 -0.64  0.1103
H: 4.67 -5.11 -1.41  0.0946
H: 6.80 -8.63 1.70  0.1046
H: 5.32 -9.29 0.93  0.1005
H: 5.41 -9.11 2.69  0.0929
C: -8.23 3.00 1.98  -0.0368
O: -8.43 2.18 3.13  0.0039
C: -7.87 0.96 3.04  -0.6081
O: -7.24 0.53 2.11  0.1197
O: -8.14 0.31 4.18  0.0013
C: -7.60 -1.01 4.23  -0.0469
H: -8.73 3.95 2.15  0.0944
H: -7.17 3.18 1.82  0.0904
H: -8.68 2.54 1.09  0.0998
H: -6.51 -0.99 4.16  0.0972
H: -8.02 -1.63 3.43  0.0970
H: -7.87 -1.44 5.19  0.0924
C: 0.40 5.98 3.60  -0.0435
O: 1.31 4.92 3.88  0.0023
C: 1.62 4.16 2.83  -0.6106
O: 1.19 4.30 1.71  0.1245
O: 2.48 3.21 3.23  0.0069
C: 2.89 2.32 2.19  -0.0468
H: 0.23 6.52 4.53  0.0933
H: 0.82 6.66 2.87  0.0979
H: -0.55 5.58 3.25  0.0966
H: 3.41 2.86 1.40  0.1018
H: 2.04 1.78 1.79  0.0771
H: 3.58 1.60 2.63  0.0961
C: 7.36 -6.73 8.19  -0.0473
O: 7.36 -6.24 6.85  -0.0004
C: 6.22 -6.45 6.19  -0.6112
O: 5.23 -6.99 6.63  0.1230
O: 6.35 -5.95 4.96  0.0134
C: 5.19 -6.10 4.13  -0.0271
H: 8.34 -6.51 8.62  0.0923
H: 6.60 -6.22 8.78  0.0977
H: 7.21 -7.81 8.21  0.0971
H: 4.34 -5.56 4.56  0.1075
H: 4.95 -7.15 3.99  0.0846
H: 5.42 -5.66 3.17  0.0803
C: -6.88 8.35 5.42  -0.0471
O: -6.23 7.25 4.79  -0.0005
C: -5.97 7.43 3.48  -0.6133
O: -6.24 8.42 2.84  0.1227
O: -5.36 6.34 3.02  0.0026
C: -5.02 6.39 1.63  -0.0401
H: -7.04 8.08 6.46  0.0924
H: -6.26 9.24 5.37  0.0973
H: -7.85 8.53 4.96  0.0975
H: -4.32 7.21 1.44  0.1015
H: -5.92 6.50 1.02  0.0965
H: -4.54 5.46 1.37  0.0840

=====

[2]
Formula: C33H47N4O4S
Source: OMol25
Level of theory: ωB97M-V with the def2-TZVPD basis set

Its total charge is +1. The HOMO energy is -0.3875 Ha. Its molar mass is 595.8 g mol⁻¹. For the orbital gap, the calculation gives 6.2 eV. The value obtained for the lowest unoccupied orbital energy is -4.4 eV. The calculation puts the total energy at -2203.46568 hartree.

Each line ends with the Löwdin charge.
Element x y z (Å)
C: -3.57 0.15 2.76  -0.1268
O: -4.30 -0.96 2.27  -0.1950
C: -4.33 -1.00 0.84  -0.2354
C: -3.02 -1.70 0.33  -0.1741
C: -3.04 -1.91 -1.23  -0.1771
C: -1.68 -1.48 -1.92  -0.2145
C: -0.76 -2.71 -2.20  -0.1907
C: 0.59 -2.29 -2.92  -0.1664
C: 1.81 -2.39 -1.94  -0.1954
C: 2.89 -3.42 -2.43  -0.1481
C: 3.96 -3.70 -1.30  -0.0827
N: 4.12 -2.56 -0.35  -0.0445
N: 3.58 -2.76 0.83  0.2190
C: 3.76 -1.71 1.61  -0.1269
C: 3.20 -1.88 3.06  -0.0875
C: 1.76 -2.52 3.01  -0.1572
C: 0.67 -1.50 2.54  -0.2225
O: 0.34 -1.73 1.16  -0.1127
C: 4.40 -0.46 1.31  -0.1526
O: 4.48 0.51 2.25  0.0827
C: 4.96 -0.31 0.00  -0.0107
C: 5.67 0.95 -0.48  -0.0977
C: 4.77 2.22 -0.25  -0.0877
C: 5.31 3.38 -1.17  -0.4769
N: 4.39 4.20 -1.94  0.1087
O: 6.48 3.57 -1.19  0.1321
C: 4.77 -1.49 -0.79  -0.1758
N: 5.33 -1.51 -2.13  0.1336
C: 6.54 -1.70 -2.02  -0.7441
S: 8.08 -1.91 -2.14  0.8952
H: -4.08 0.59 3.64  0.0817
H: -3.45 0.97 2.02  0.0954
H: -2.54 -0.15 3.08  0.0758
H: -5.20 -1.62 0.55  0.1313
H: -4.38 0.00 0.37  0.1191
H: -2.88 -2.66 0.86  0.1188
H: -2.19 -0.99 0.54  0.0881
H: -3.87 -1.31 -1.67  0.1086
H: -3.16 -2.99 -1.46  0.1067
H: -1.20 -0.72 -1.29  0.0821
H: -1.96 -1.03 -2.90  0.1147
H: -0.54 -3.15 -1.20  0.0974
H: -1.27 -3.48 -2.80  0.1142
H: 0.76 -2.86 -3.86  0.1143
H: 0.45 -1.23 -3.22  0.0936
H: 2.23 -1.37 -1.83  0.1057
H: 1.52 -2.70 -0.91  0.0786
H: 3.44 -2.95 -3.27  0.1076
H: 2.44 -4.39 -2.71  0.1261
H: 4.94 -3.98 -1.74  0.1246
H: 3.63 -4.61 -0.76  0.1350
H: 3.82 -2.61 3.63  0.1338
H: 3.08 -0.92 3.58  0.1110
H: 1.72 -3.43 2.38  0.1079
H: 1.49 -2.80 4.05  0.1208
H: 0.99 -0.45 2.70  0.1203
H: -0.28 -1.67 3.10  0.1169
H: 0.31 -2.68 0.99  0.0682
H: 3.70 1.09 2.23  0.1459
H: 5.79 0.87 -1.58  0.1225
H: 6.68 1.07 -0.06  0.1493
H: 3.73 2.03 -0.60  0.1169
H: 4.77 2.54 0.81  0.1200
H: 3.79 4.69 -1.27  0.0994
H: 3.77 3.54 -2.43  0.0575
C: -7.61 2.68 2.14  -0.0953
C: -8.56 3.56 2.65  -0.0958
C: -8.77 3.63 4.02  -0.0940
C: -8.02 2.83 4.88  -0.0944
C: -7.06 1.96 4.37  -0.0952
C: -6.86 1.89 2.99  -0.0939
H: -7.45 2.63 1.07  0.0986
H: -9.14 4.18 1.98  0.1011
H: -9.51 4.30 4.43  0.1018
H: -8.17 2.89 5.95  0.1013
H: -6.48 1.35 5.04  0.0984
H: -6.13 1.20 2.59  0.0773
C: 0.00 1.71 -2.42  -0.1048
C: -1.29 2.20 -2.41  -0.0871
C: -1.58 3.40 -3.04  -0.0788
C: -0.57 4.11 -3.69  -0.0823
C: 0.72 3.61 -3.70  -0.0953
C: 1.01 2.41 -3.06  -0.1120
H: 0.23 0.77 -1.92  0.0733
H: -2.08 1.65 -1.91  0.0978
H: -2.59 3.79 -3.03  0.1070
H: -0.80 5.04 -4.19  0.1072
H: 1.51 4.16 -4.21  0.1035
H: 2.03 2.03 -3.06  0.0833